96
Properties=species:S:1:pos:R:3:lowdin_charge:R:1 method="wB97M-V/def2-TZVPD" total_charge=0 e_homo_ev="-7.944 / -7.867"
H 5.6761 -3.2713 -1.5624 0.083
H -0.2493 4.2037 0.3733 0.040
F 1.8708 0.9744 3.4719 0.167
O 2.2690 1.0477 0.5255 -0.319
H -4.2083 0.0192 3.1242 0.110
O -0.3169 2.1173 -1.1073 -0.035
C -2.4297 3.8907 -0.1975 -0.570
C -0.0215 -6.5199 -1.3450 -0.050
H -3.5933 -1.9519 1.8517 0.070
C -2.5185 2.3778 -0.1699 -0.024
H -1.1794 4.1262 -1.8056 0.077
C 0.2299 -1.7923 -0.8169 -0.132
C 4.3290 -4.2686 0.4151 -0.086
H -6.0609 -0.6262 -0.7483 0.106
S 2.7993 4.9839 0.4192 0.601
H 4.2472 -3.7204 -2.5353 0.079
H 2.1797 -5.0803 -0.2554 0.102
Zn 1.2813 0.7288 -1.2939 0.718
H -2.2069 -4.9750 -1.5677 0.074
O 4.1944 4.9425 0.2768 -0.278
H 5.4134 -4.2741 0.5410 0.087
H -5.2217 -2.4180 2.1069 0.103
H -4.5444 4.1631 -0.2173 0.104
H -1.2280 3.7739 1.6888 0.080
F 3.4677 6.9707 2.0441 0.119
H -1.2934 -6.5956 1.4556 0.100
N -0.2470 -0.5079 -0.8628 0.086
C 3.8595 -3.1046 -0.4500 -0.506
H -6.8257 -1.0002 0.8086 0.070
H 3.2775 -1.3682 0.8932 0.086
O 2.3633 -0.8510 -1.3172 -0.055
C 0.1566 -4.2161 -0.5141 -0.178
C -0.5549 -5.5073 -0.3032 -0.533
O 2.0274 5.8058 -0.4689 -0.281
H 4.8570 4.5405 -1.6325 0.092
H -5.1282 1.2685 2.3525 0.078
C -6.1503 -0.3367 0.3238 -0.033
H -2.5868 -6.4191 -0.4898 0.088
H 4.6833 4.9696 -3.3156 0.111
H -0.5539 -5.0562 1.7545 0.076
C -1.3747 0.0905 -0.4901 -0.142
H -2.5822 -4.7413 0.1549 0.073
C 4.6331 -3.0619 -1.7693 -0.035
N 4.8057 4.2241 -2.6286 0.150
N 2.3025 1.9646 -2.5930 -0.012
C -1.2609 4.3510 0.7617 -0.018
F 0.3331 2.0457 2.3783 0.122
F 3.4855 4.9873 2.8426 0.130
H 4.6596 -1.0880 -0.1716 0.093
C -5.0925 0.1850 2.4756 -0.043
C -0.5282 -3.0277 -0.6496 0.061
S 2.6379 2.2558 1.2301 0.585
F 1.8926 3.1032 3.5799 0.114
N 3.6593 3.5257 -2.8473 -0.276
N 2.7122 3.8212 -3.7274 0.158
C 2.7804 5.7937 2.0750 -0.630
N 3.4778 2.4399 -2.1841 0.125
C -4.8469 -0.4414 1.1131 -0.572
N 2.0423 3.5002 0.4647 -0.269
H 3.9209 -4.2573 1.4206 0.092
C -0.3985 -5.9514 1.1718 -0.036
F 1.5732 6.0600 2.6513 0.119
H -3.6273 5.4735 0.5176 0.080
C -2.5721 -0.4958 0.0595 0.049
C -3.6749 4.4115 0.4269 -0.078
H 0.5551 -6.3925 1.4868 0.085
H 4.0851 -5.2275 -0.0783 0.082
C -3.6789 0.2333 0.4182 -0.143
C 1.5954 -4.1935 -0.4552 0.032
H -4.5253 2.1848 0.3737 0.066
C 1.6439 -1.8082 -0.9502 -0.277
H -4.4794 -2.5904 0.5168 0.093
H 4.8912 -2.1749 1.3111 0.087
H 0.9695 2.6671 -4.1334 0.135
H -0.1237 -6.1522 -2.3624 0.087
C 2.3367 -3.0994 -0.6668 -0.066
H -2.8755 3.9793 -2.3406 0.106
H -2.6464 -1.5630 0.1231 0.066
H 1.0562 -6.7104 -1.2819 0.075
C 4.2027 -1.8697 0.4888 -0.024
C -2.2081 4.4166 -1.5650 -0.041
H -1.6346 -2.9805 -0.7052 0.100
O 3.9762 2.3689 1.6893 -0.242
C 1.8979 2.8054 -3.5505 -0.181
C -3.6622 1.6536 0.2713 0.059
H 4.4818 -2.0907 -2.2693 0.085
C -4.5554 -1.9055 1.3848 -0.084
H -5.9966 -0.0836 2.9486 0.076
H -2.3168 5.4838 -1.6136 0.086
H -1.3843 5.4316 0.9575 0.098
C 1.6207 2.0568 2.7590 -0.640
H -0.5236 -7.4855 -1.2230 0.086
C -1.3125 1.5650 -0.5777 -0.222
H -6.4693 0.7015 0.4984 0.088
H -3.8111 3.9885 1.4218 0.096
C -2.1300 -5.4204 -0.5892 -0.047

11
Properties=species:S:1:pos:R:3:nbo_charge:R:1 method="wB97M-V/def2-TZVPD" total_charge=-2 e_homo_ev="4.930 / 0.005" e_above_lowest_kj_mol=100.2 spin_multiplicity=2
C -0.7110 0.7845 0.6333 -0.746
H 1.7447 -1.6733 -2.3978 0.393
N 0.6623 0.7180 1.3372 -0.922
H -0.2610 -0.4417 -0.9601 0.426
H -0.7826 1.7575 0.1397 0.132
H -1.4254 0.8848 1.4615 0.052
N -1.0260 -0.2564 -0.2767 -0.929
H -1.2371 -1.1582 0.1294 0.320
H 1.2455 0.8168 0.4898 0.331
H 0.7365 -0.2994 1.4366 0.324
O 1.0540 -1.1325 -1.9931 -1.380